(1)
94
Properties=species:S:1:pos:R:3:forces:R:3:lowdin_spin:R:1 method="wB97M-V/def2-TZVPD" largest_force_ev_per_a=6.0 e_lumo_ha="-0.333 / -0.477" multiplicity=5 gap_ev="3.66 / 3.61" total_energy_ha=-2479.5444 homo_energy_ev="-12.730 / -16.596" molar_mass_g_mol=795.8 total_charge=+3
C 0.5542 0.9019 2.4838 -0.342 -0.636 -0.315 0.03
C 0.4669 2.5267 0.7287 0.602 -0.828 1.136 0.04
C 0.9672 1.8668 3.4111 0.027 -0.117 -0.468 0.16
C 1.2229 3.4041 1.5825 -0.549 0.164 -0.824 0.16
C 1.3698 3.1212 2.9355 -0.253 -0.333 0.247 0.00
H 0.9743 1.5666 4.4527 0.285 0.306 -0.020 0.01
H 1.6185 4.3075 1.1171 -0.293 0.013 0.422 0.01
H 1.7521 3.8477 3.6609 0.053 -0.184 -0.558 0.00
N 0.2606 1.2398 1.2178 0.252 0.716 1.469 0.15
P 0.5176 -1.8412 1.5508 1.797 -0.636 1.691 0.14
P -1.1169 1.5657 -1.3677 0.407 0.895 -0.931 0.17
C 0.3626 -0.5768 2.9063 -0.022 0.859 0.386 0.00
H 1.1278 -0.8024 3.6799 -0.756 0.088 -0.195 0.00
H -0.6698 -0.6602 3.3230 0.718 -0.023 -0.100 0.00
C -1.2143 -1.6607 -0.9115 -2.501 -4.956 -2.397 0.14
O -1.5141 -2.5995 -1.5189 1.080 2.258 1.078 0.04
C -0.1125 2.8261 -0.5150 2.276 0.571 -0.582 0.46
H 0.1509 3.8278 -0.9176 -0.436 -0.859 0.190 0.02
C -0.7346 1.2096 -3.3030 -0.012 0.633 -0.256 0.05
C -2.6388 2.6494 -1.0327 -0.447 -0.296 -0.282 0.03
C 2.3962 -2.2368 1.6289 -0.162 -0.341 0.079 0.05
C -0.3946 -3.3696 2.2885 -0.108 0.070 -0.309 0.01
C -0.3326 -0.2239 -3.7007 0.061 -0.329 0.557 0.01
H -1.0629 -0.9823 -3.3967 0.120 0.216 -0.115 0.00
H -0.2748 -0.2626 -4.8083 -0.033 0.141 0.634 0.00
H 0.6516 -0.5137 -3.3112 -0.274 0.052 -0.043 0.00
C -2.0218 1.4848 -4.0927 -0.183 0.253 -0.127 0.01
H -2.8230 0.8000 -3.7748 0.262 0.251 -0.130 0.00
H -2.3725 2.5206 -4.0017 0.087 -0.290 -0.063 0.00
H -1.8378 1.2819 -5.1620 0.008 0.142 0.400 0.00
C 0.4295 2.1158 -3.7305 -0.144 0.377 -0.191 0.01
H 0.6769 1.9350 -4.7941 -0.163 0.024 0.462 0.00
H 0.1815 3.1798 -3.6328 0.125 -0.162 -0.018 0.00
H 1.3343 1.9120 -3.1394 -0.196 0.010 -0.083 0.00
C -3.9243 2.0548 -1.6144 -0.253 -0.137 -0.049 0.01
H -3.9797 0.9787 -1.4168 -0.081 0.232 -0.112 0.00
H -4.7709 2.5389 -1.1172 0.031 -0.032 -0.095 0.00
H -4.0369 2.2322 -2.6860 0.039 -0.044 0.276 0.00
C -2.8299 2.7676 0.5010 -0.083 -0.338 0.029 0.01
H -3.0009 1.7733 0.9341 0.099 0.173 -0.017 0.00
H -1.9850 3.2265 1.0298 -0.300 -0.008 -0.209 0.00
H -3.7398 3.3513 0.7214 0.403 -0.027 -0.267 0.00
C -2.2786 4.0038 -1.6855 -0.129 0.505 -0.114 0.01
H -1.4647 3.9347 -2.4250 -0.362 0.060 0.188 0.00
H -3.1314 4.4438 -2.2190 0.064 -0.199 0.256 0.00
H -1.9619 4.7165 -0.9138 -0.077 -0.072 -0.260 0.00
C -0.0569 -4.6179 1.4607 0.017 -0.111 -0.032 0.00
H -0.6919 -5.4426 1.8160 0.110 0.213 -0.118 0.00
H -0.2764 -4.4590 0.3965 0.090 -0.122 0.161 0.00
H 0.9812 -4.9502 1.5758 -0.327 0.099 -0.013 0.00
C -1.8888 -3.0949 2.1268 -0.353 0.110 -0.082 0.00
H -2.2139 -2.2054 2.6785 0.077 -0.149 -0.125 0.00
H -2.1561 -2.9658 1.0714 -0.072 -0.027 0.228 0.00
H -2.4520 -3.9566 2.5183 0.196 0.193 -0.129 0.00
C -0.1389 -3.6512 3.7788 0.205 -0.013 0.121 0.00
H -0.8740 -4.4091 4.0907 0.129 0.269 -0.078 0.00
H 0.8448 -4.0835 3.9858 -0.331 0.229 -0.063 0.00
H -0.2829 -2.7665 4.4098 0.004 -0.186 -0.070 0.00
C 3.2357 -0.9522 1.6892 -0.022 -0.072 -0.138 0.00
H 4.2972 -1.2423 1.6967 -0.252 0.101 -0.016 0.00
H 3.0821 -0.2917 0.8320 -0.154 0.084 0.041 0.00
H 3.0500 -0.3944 2.6148 0.080 -0.033 -0.207 0.00
C 2.7260 -3.0739 0.3878 0.139 0.081 -0.293 0.02
H 2.5440 -2.5222 -0.5359 0.008 -0.267 0.329 0.01
H 3.7946 -3.3378 0.3950 -0.281 -0.101 0.060 0.00
H 2.1146 -3.9800 0.3097 0.389 0.172 0.140 0.00
C 2.8233 -3.0605 2.8533 0.154 -0.047 0.060 0.01
H 2.5473 -2.5773 3.7980 0.045 -0.209 -0.112 0.00
H 2.4506 -4.0900 2.8227 0.087 0.343 0.078 0.00
H 3.9228 -3.1207 2.8238 -0.291 -0.024 0.094 0.00
Pt -0.4835 -0.2289 -0.0081 -0.625 0.340 0.084 1.00
N 2.2031 -0.9882 -1.6354 2.610 0.859 -1.099 0.21
C 3.2687 -0.5725 -1.9392 -3.767 -0.233 1.146 0.02
C 4.2363 0.3846 -2.2578 -0.550 -0.966 -0.729 0.18
C 5.3094 0.0233 -3.0125 2.344 0.106 -1.131 -0.01
C 3.9627 1.7367 -1.9866 0.437 2.140 0.787 0.16
C 6.3155 0.9603 -3.2549 -1.009 -1.698 0.144 0.17
H 5.3638 -0.9707 -3.4147 0.320 -0.362 0.154 0.00
C 4.9271 2.6843 -2.2558 -1.098 -0.216 0.440 0.02
H 3.0285 2.0439 -1.5398 -0.100 -0.181 0.137 0.01
C 6.1100 2.2873 -2.8453 1.157 1.314 0.007 0.25
H 7.2421 0.6601 -3.7002 0.279 -0.045 -0.363 0.01
H 4.7562 3.7095 -1.9842 0.000 0.261 -0.065 0.00
H 6.9161 3.0190 -3.0081 -0.443 -0.328 0.049 0.01
N -5.7673 -1.1519 2.3146 -1.103 -0.276 0.290 0.00
C -5.4833 -1.0330 0.8737 0.267 -0.091 -0.615 0.01
C -3.9951 -0.7210 0.7999 1.944 0.518 1.237 0.01
O -3.4278 -0.8964 -0.3083 -0.352 0.550 0.946 0.18
O -3.4685 -0.3339 1.9111 -0.838 -0.518 -2.085 0.02
H -5.7857 -2.1378 2.5743 0.142 0.060 0.279 0.00
H -6.6872 -0.7724 2.5502 0.202 0.086 0.193 0.00
H -4.9634 -0.6572 2.7815 -0.019 -0.078 -0.132 0.00
H -5.6913 -1.9674 0.3492 -0.130 0.201 0.075 0.00
H -6.0596 -0.2153 0.4357 0.047 -0.140 0.048 0.00


(2)
58
Properties=species:S:1:pos:R:3:forces:R:3:mulliken_charge:R:1 method="wB97M-V/def2-TZVPD" largest_force_ev_per_a=1.3 e_lumo_ha=-0.054 multiplicity=1 gap_ev=6.02 total_energy_ha=-3397.6949 homo_energy_ev=-7.496 molar_mass_g_mol=787.5
La 0.0020 0.3602 0.7376 0.186 0.286 -1.261 1.39
C 3.0816 -3.0796 -3.1747 0.032 -0.035 -0.026 -0.56
C 2.5586 -3.3377 -1.9171 -0.040 0.038 0.039 -0.68
C 1.5544 -2.5326 -1.3966 0.029 0.051 -0.132 -0.01
C 1.0691 -1.4512 -2.1321 -0.001 -0.264 0.162 -0.64
C 1.5973 -1.1978 -3.3974 -0.030 0.030 0.074 0.12
C 2.5944 -2.0091 -3.9123 0.024 0.008 -0.045 -0.64
N 0.0828 -0.6011 -1.5782 -0.232 0.502 0.126 0.27
C -1.1374 -0.5785 -2.1381 -0.181 0.083 0.011 0.31
C -1.6225 -1.5662 -3.0486 0.069 -0.117 -0.161 -0.57
C -2.8896 -1.5198 -3.5612 0.237 -0.099 0.021 -0.67
C -3.7944 -0.4927 -3.2263 -0.052 0.212 0.133 -0.75
C -3.3811 0.4844 -2.3652 -0.174 -0.246 -0.239 -0.58
C -2.0837 0.4557 -1.8189 0.133 0.274 0.042 0.63
N -1.6663 1.4345 -0.9408 -0.160 0.007 -0.039 0.90
N -2.3936 2.4523 -0.7818 0.098 -0.336 -0.137 -1.02
C -1.9697 3.3105 0.2423 -0.097 0.121 0.099 0.16
C -2.4991 4.6005 0.2139 0.108 -0.100 0.110 -0.50
C -2.1547 5.4759 1.2236 0.003 -0.057 -0.023 -0.31
C -1.3117 5.0307 2.2318 0.047 -0.028 0.056 -0.91
C -0.8401 3.7310 2.1819 -0.008 0.091 0.003 -0.21
N -1.1549 2.8691 1.2113 -0.057 -0.006 -0.249 0.26
H 3.8650 -3.7067 -3.5798 0.003 0.002 0.004 0.38
H 2.9284 -4.1711 -1.3331 0.011 -0.004 -0.008 0.44
H 1.1359 -2.7386 -0.4207 -0.016 -0.006 0.024 0.46
H 1.2215 -0.3534 -3.9628 0.006 -0.002 -0.007 0.45
H 3.0013 -1.7980 -4.8932 -0.001 -0.003 -0.003 0.38
H -0.9570 -2.3721 -3.3264 -0.009 -0.009 0.001 0.46
H -3.2049 -2.3058 -4.2366 -0.002 -0.006 -0.001 0.41
H -4.7954 -0.4890 -3.6340 -0.004 0.008 0.003 0.40
H -4.0401 1.2871 -2.0679 0.006 0.007 0.010 0.47
H -3.1607 4.8755 -0.5936 -0.005 -0.019 -0.022 0.48
H -2.5407 6.4864 1.2315 -0.001 0.005 0.000 0.41
H -1.0209 5.6728 3.0505 0.002 -0.005 0.002 0.43
H -0.1799 3.3690 2.9567 0.002 0.010 -0.001 0.26
F 1.3690 0.5425 5.0861 0.041 0.072 -0.055 -0.23
C 1.1523 0.5800 3.7934 0.083 -0.170 0.261 0.63
F 1.2223 -0.6608 3.2925 0.017 0.088 -0.025 -0.17
F -0.1132 1.0036 3.5630 0.000 0.072 0.046 -0.19
S 2.3284 1.7188 2.8968 0.448 -0.160 0.171 1.06
O 1.5946 2.0078 1.6650 -0.132 0.290 0.215 -0.73
O 2.5377 2.7794 3.8150 0.052 0.097 -0.020 -0.60
N 3.5889 0.8719 2.5932 0.056 -0.031 0.109 -0.52
S 3.6969 0.0458 1.2336 0.585 -0.239 0.348 1.03
O 4.5355 0.6561 0.2646 -0.014 0.086 -0.145 -0.62
O 2.4178 -0.4946 0.8018 -0.217 0.000 -0.186 -0.28
C 4.6007 -1.4474 1.8544 -0.102 0.058 0.066 0.62
F 4.6996 -2.3214 0.8555 -0.037 0.140 0.195 -0.17
F 3.9122 -1.9915 2.8593 0.209 0.000 -0.198 -0.20
F 5.8169 -1.1141 2.2724 -0.247 -0.058 -0.044 -0.21
C -3.0238 -2.7846 1.0060 0.144 0.112 0.070 -1.02
S -1.8602 -1.7268 1.8427 -0.458 -0.410 -0.038 1.14
O -2.1972 -0.3237 1.4612 -0.422 -0.015 0.405 -0.75
O -1.9100 -1.9839 3.2501 -0.038 -0.069 -0.116 -0.59
O -0.5355 -1.9706 1.2097 0.035 -0.342 0.331 -0.65
H -3.8062 -3.0503 1.7111 -0.020 0.062 0.005 0.40
H -2.4883 -3.6735 0.6813 0.022 -0.008 0.055 0.35
H -3.4322 -2.2572 0.1471 0.067 0.033 -0.016 0.24


Calculated energy above the lowest of the compared OMol25 structures with the same formula, charge and spin in order - 35.89, 0.00 kcal per mole